Record 1
Molecular formula: C2HNO4
Method: DFT, the ωB97M-V functional and the def2-TZVPD basis

```
8
C2HNO4 | OMol25 | the ωB97M-V functional and the def2-TZVPD basis
C -0.76467 0.49764 0.21331
C -1.11876 -0.75455 0.49355
N 1.36501 0.02409 -0.33794
O -0.54146 1.48582 0.98812
O -1.29091 -1.87093 0.37340
O 1.59694 -0.55554 -1.37865
O 1.98611 0.50291 0.57214
H -1.23228 0.67056 -0.92393
```

- LUMO (spin up / spin down): -1.81 / -1.56 eV
- E_tot: -432.29606 Ha

---

Record 2
Molecular formula: C2HNOS
Method: DFT, the ωB97M-V functional and the def2-TZVPD basis

```
6
C2HNOS | OMol25 | the ωB97M-V functional and the def2-TZVPD basis
C -0.85915 -1.32028 -0.22123
C 0.22667 -0.74032 -0.61779
N -1.86512 -1.84739 0.18586
O 1.47265 2.75652 0.93571
S 0.59450 1.64804 1.28100
H 0.43044 -0.49657 -1.56355
```

- LUMO (spin up / spin down): -3.11 / -3.16 eV
- E_tot: -604.74878 Ha

---

Record 3
Molecular formula: C2HNOS
Method: DFT, the ωB97M-V functional and the def2-TZVPD basis

```
6
C2HNOS | OMol25 | the ωB97M-V functional and the def2-TZVPD basis
C -0.41399 -0.15408 -0.61386
C -0.40115 -0.18404 0.83785
N 0.28181 0.73201 0.05441
O 0.27112 -1.22545 -2.59522
S -0.71659 -0.62667 2.31531
H 0.97880 1.45822 0.00151
```

- LUMO (spin up / spin down): -2.25 / -2.23 eV
- E_tot: -604.64066 Ha

---

Record 4
Molecular formula: C2HO2Pb
Method: DFT, the ωB97M-V functional and the def2-TZVPD basis

```
6
C2HO2Pb | OMol25 | the ωB97M-V functional and the def2-TZVPD basis
O -3.05425 0.01757 2.20845
C -2.15116 0.05355 1.55115
O 0.79137 -0.18307 -1.70149
C 1.74955 0.15694 -0.95963
Pb -0.09229 0.12456 0.21984
H 2.75678 -0.16956 -1.31833
```

- Charge: +1
- LUMO: -6.47 eV
- E_tot: -419.72987 Ha

---

Record 5
Molecular formula: C2HO2S2
Method: DFT, the ωB97M-V functional and the def2-TZVPD basis

```
7
C2HO2S2 | OMol25 | the ωB97M-V functional and the def2-TZVPD basis
O 1.34796 -0.57065 1.60753
C 0.17139 -0.27633 1.74486
O -0.59558 -0.28154 2.66937
C -0.44481 0.38422 0.42376
S -2.18546 0.23344 0.11708
S -1.20055 2.01583 0.54036
H 0.19018 0.21731 -0.56576
```

- Charge: -1
- LUMO: 3.30 eV
- E_tot: -1023.71494 Ha
- SMILES: O=C([O-])C1SS1

---

Record 6
Molecular formula: C2HO2S2
Method: DFT, the ωB97M-V functional and the def2-TZVPD basis

```
7
C2HO2S2 | OMol25 | the ωB97M-V functional and the def2-TZVPD basis
C 0.85420 1.55865 -0.18438
C 0.04826 0.52743 0.73109
O 0.82343 2.75533 0.11609
O 1.55028 0.96767 -0.98145
S 0.88913 -0.15188 1.93244
S 0.28897 -1.87958 2.73501
H -0.96080 0.01965 0.54136
```

- Charge: -1
- LUMO: 3.21 eV
- E_tot: -1023.70660 Ha

---

Record 7
Molecular formula: C2HO3Sn
Method: DFT, the ωB97M-V functional and the def2-TZVPD basis

```
7
C2HO3Sn | OMol25 | the ωB97M-V functional and the def2-TZVPD basis
O -2.22830 -0.39355 0.09751
H -2.16234 -0.95748 0.88044
O 1.38486 -0.07215 0.75364
O 1.23598 0.81107 -0.44704
C -1.07456 0.11868 -0.22229
C -0.11088 0.64709 -0.76050
Sn 2.95524 -0.15366 -0.30175
```

- Charge: +1
- LUMO: -6.17 eV
- E_tot: -516.28852 Ha

---

Record 8
Molecular formula: C2HO3Tb
Method: DFT, the ωB97M-V functional and the def2-TZVPD basis

```
7
C2HO3Tb | OMol25 | the ωB97M-V functional and the def2-TZVPD basis
O 1.87267 2.82045 0.60162
H 1.27931 3.29238 1.20197
O -0.90728 -0.41234 0.78446
O 0.36262 -0.60073 0.00538
C 1.40098 1.65266 0.27873
C 1.06839 0.51420 0.04133
Tb -1.76089 -1.51652 -0.95976
```

- Charge: +2
- LUMO (spin up / spin down): -11.99 / -9.35 eV
- E_tot: -1126.04396 Ha
- Spin multiplicity: 7

---

Record 9
Molecular formula: C2HO3Tl
Method: DFT, the ωB97M-V functional and the def2-TZVPD basis

```
7
C2HO3Tl | OMol25 | the ωB97M-V functional and the def2-TZVPD basis
H -2.15194 -2.30179 0.04189
O -1.55417 -0.44895 0.70161
O 2.81818 0.63834 -1.26986
O 1.01263 1.28361 0.01441
C -1.39008 -1.49909 0.16473
C 1.96896 1.03904 -0.61499
Tl -0.70359 1.28885 0.96221
```

- Charge: +3
- LUMO (spin up / spin down): -20.81 / -20.53 eV
- E_tot: -473.34026 Ha
- Spin multiplicity: 2

---

Record 10
Molecular formula: C2HO3Tm
Method: DFT, the ωB97M-V functional and the def2-TZVPD basis

```
7
C2HO3Tm | OMol25 | the ωB97M-V functional and the def2-TZVPD basis
C 1.87560 -0.62727 -1.58658
O 0.51791 -0.75585 -1.12975
C 0.38758 0.59735 -0.81031
O 1.49131 1.07799 -1.19457
O -0.35245 0.87437 0.14500
Tm -1.54851 -0.60587 1.51705
H 1.76676 -0.43241 -2.67616
```

- Charge: +1
- LUMO (spin up / spin down): -4.78 / -7.52 eV
- E_tot: -1387.23554 Ha
- Spin multiplicity: 4

---

Record 11
Molecular formula: C2HOS2
Method: DFT, the ωB97M-V functional and the def2-TZVPD basis

```
6
C2HOS2 | OMol25 | the ωB97M-V functional and the def2-TZVPD basis
C 0.37099 -0.55947 -0.45992
C -0.28047 -0.03464 2.62194
O 0.68549 -0.59987 2.96187
S -1.58440 0.76398 2.52597
S 1.21473 -1.93064 -0.41863
H 1.01368 0.25550 0.03392
```

- Charge: -1
- LUMO: 2.97 eV
- E_tot: -948.37760 Ha

---

Record 12
Molecular formula: C2N2
Method: DFT, the ωB97M-V functional and the def2-TZVPD basis

```
4
C2N2 | OMol25 | the ωB97M-V functional and the def2-TZVPD basis
N -1.76417 0.61034 -0.14405
C -0.65611 0.07680 -0.01517
C 0.58913 -0.42587 0.08430
N 1.83115 -0.26128 0.07492
```

- LUMO: -1.27 eV
- E_tot: -185.63460 Ha
- SMILES: N#CC#N